[1]
94
Properties=species:S:1:pos:R:3 method="wB97M-V/def2-TZVPD" de_lowest_ev=0.243 lumo_ev="-0.14 / -0.14" homo_lumo_gap_ev="6.01 / 6.02" homo_energy_ev="-6.155 / -6.156" e_tot_ha=-2282.22034
Au 0.1682 -0.1378 -0.4930
C -2.5946 2.5157 3.6274
C -2.4156 1.2929 2.7988
C -3.4089 0.4540 2.3178
C -2.7680 -0.5359 1.6053
N -1.4302 -0.3372 1.7118
N -1.2237 0.8288 2.4167
B 0.0217 1.7925 2.2146
N -0.1393 2.6086 0.8837
N -0.1982 2.0396 -0.3452
C -0.1874 3.0088 -1.2547
C -0.1218 4.2462 -0.5947
C -0.0862 3.9544 0.7503
C 0.0174 4.9156 1.8910
C -0.1957 2.7734 -2.7144
C -0.1722 1.5002 -3.2802
C -0.1297 1.3222 -4.6537
C -0.1108 2.4225 -5.4983
C -0.1513 3.6971 -4.9528
C -0.1954 3.8692 -3.5785
N 1.3902 1.0909 2.2069
N 1.7319 0.2247 1.2341
C 2.9716 -0.1726 1.4679
C 3.4595 0.4626 2.6244
C 2.4346 1.2727 3.0572
C 2.4296 2.2140 4.2177
C 3.6277 -1.1849 0.6248
C 4.5268 -2.0825 1.1974
C 5.1020 -3.0877 0.4348
C 4.7927 -3.2068 -0.9140
C 3.9116 -2.3066 -1.4968
C 3.3369 -1.3010 -0.7336
C -3.3859 -1.5860 0.7903
C -2.9557 -1.8541 -0.5056
C -3.5928 -2.8115 -1.2759
C -4.6661 -3.5241 -0.7573
C -5.1004 -3.2648 0.5346
C -4.4720 -2.2950 1.2991
H -3.6561 2.6982 3.7788
H -2.1183 2.3778 4.6003
H -2.1537 3.3921 3.1601
H -4.4731 0.5798 2.4383
H 0.0087 2.5715 3.1186
H -0.0973 5.2318 -1.0278
H 0.0809 5.9278 1.4978
H -0.8473 4.8583 2.5501
H 0.9050 4.7198 2.4923
H -0.1840 0.6228 -2.6380
H -0.1048 0.3204 -5.0634
H -0.0615 2.2881 -6.5713
H -0.1431 4.5650 -5.5999
H -0.2253 4.8718 -3.1736
H 4.4452 0.3783 3.0526
H 3.3878 2.1536 4.7297
H 2.2809 3.2445 3.8895
H 1.6450 1.9747 4.9334
H 4.7548 -2.0054 2.2535
H 5.7831 -3.7909 0.8977
H 5.2441 -3.9912 -1.5082
H 3.6746 -2.3832 -2.5513
H 2.6687 -0.5803 -1.1958
H -2.1379 -1.2771 -0.9209
H -3.2568 -2.9986 -2.2880
H -5.1651 -4.2713 -1.3604
H -5.9252 -3.8273 0.9524
H -4.8045 -2.0981 2.3115
C -1.1494 -4.3285 1.2315
C 0.0302 -3.5394 0.6818
C 0.1608 -3.7361 -0.8201
C 1.3311 -3.9368 1.3679
O -0.2172 -2.1077 0.8069
H -0.9966 -5.3900 1.0285
H -2.0812 -4.0114 0.7598
H -1.2381 -4.1850 2.3081
H 0.3477 -4.7888 -1.0386
H 0.9987 -3.1459 -1.2018
H -0.7560 -3.4300 -1.3302
H 1.4842 -5.0128 1.2572
H 1.2897 -3.6777 2.4236
H 2.1749 -3.4098 0.9159
N 0.5579 -0.9854 9.9637
C 0.4506 -1.1455 8.8281
C 0.3080 -1.3317 7.4141
C -0.0317 -2.5791 6.8847
C -0.1930 -2.7480 5.5266
C -0.0277 -1.6749 4.6191
C 0.3258 -0.4228 5.1825
C 0.4881 -0.2561 6.5389
C -0.1989 -1.8728 3.2350
C -0.5303 -1.5208 2.0643
H -0.1488 -3.4168 7.5617
H -0.4376 -3.7250 5.1296
H 0.4280 0.4182 4.5114
H 0.7347 0.7166 6.9496

---

[2]
113
Properties=species:S:1:pos:R:3 method="wB97M-V/def2-TZVPD" smiles="C[C@@H](Br)[C@H](Br)[C@@]1(C(=O)[O-])CN(N=C=O)[C@@H](CCCCO)C[NH2+]1.O=C1C=C(O)C(=O)C=C1O.O=C1C=C(O)C(=O)C=C1O.O=C1C=C(O)C(=O)C=C1O.O=C1C=C(O)C(=O)C=C1O.O=C1C=C(O)C(=O)C=C1O" lumo_ev=-1.76 homo_lumo_gap_ev=7.32 homo_energy_ev=-9.073 e_tot_ha=-8781.13822
C -6.4968 4.4846 -2.1948
C -4.9901 4.2351 -2.4597
Br -4.0472 5.9144 -2.2201
C -4.4889 3.1093 -1.5387
Br -4.4197 3.6833 0.3015
C -3.1667 2.3976 -1.9203
C -1.8908 3.3154 -1.8003
O -1.3170 3.3152 -0.7254
O -1.6498 3.8786 -2.8864
C -3.0759 1.1304 -1.0474
N -2.5240 -0.0201 -1.7887
N -2.0396 -0.9733 -0.8011
C -2.8688 -1.8117 -0.4651
O -3.6261 -2.6313 -0.1571
C -1.3956 0.3728 -2.6445
C -0.6073 -0.8077 -3.2142
C 0.6663 -1.0718 -2.4015
C 1.8334 -0.1585 -2.8254
C 2.4594 0.4966 -1.6045
O 3.7002 1.1302 -1.8549
C -1.9546 1.2629 -3.7521
N -3.2278 1.9262 -3.3352
H -6.6594 5.5089 -1.8712
H -6.8510 3.8587 -1.3770
H -7.0877 4.3293 -3.0951
H -4.9006 3.9371 -3.5027
H -5.2801 2.3553 -1.5459
H -4.0909 0.8427 -0.7539
H -2.5353 1.3519 -0.1285
H -0.7050 0.9829 -2.0466
H -0.3177 -0.5387 -4.2331
H -1.2599 -1.6812 -3.2562
H 0.9359 -2.1256 -2.4618
H 0.4457 -0.8667 -1.3523
H 1.4954 0.5972 -3.5390
H 2.5841 -0.7720 -3.3309
H 1.7393 1.2313 -1.2216
H 2.5937 -0.2561 -0.8274
H 3.8333 1.2367 -2.8046
H -1.2414 2.0404 -3.9998
H -2.1497 0.6720 -4.6485
H -3.9902 1.2579 -3.4610
H -3.3981 2.7184 -3.9570
O 6.6226 4.0325 0.8727
C 5.9981 3.2074 1.5184
C 4.9345 2.3842 0.9960
C 4.3067 1.5326 1.8141
O 3.3048 0.7678 1.4046
C 4.6689 1.3886 3.2674
O 4.0232 0.5972 3.9316
C 5.7561 2.1959 3.7900
C 6.3839 3.0522 2.9721
O 7.3843 3.8351 3.3507
H 4.6629 2.4837 -0.0456
H 3.0080 0.2472 2.1743
H 6.0230 2.0803 4.8309
H 7.6361 4.3467 2.5559
O 2.7594 4.3023 1.3592
C 2.5180 5.4472 1.0207
C 2.4552 5.8948 -0.3534
C 2.1979 7.1846 -0.6084
O 2.1195 7.6926 -1.8295
C 1.9729 8.1922 0.4931
O 1.7645 9.3436 0.1555
C 2.0151 7.7391 1.8687
C 2.2688 6.4483 2.1228
O 2.3270 5.9349 3.3429
H 2.6162 5.1652 -1.1342
H 1.9239 8.6430 -1.7144
H 1.8376 8.4641 2.6501
H 2.5229 4.9843 3.2247
O -4.1378 -5.5955 -0.3136
C -4.6345 -6.2658 0.5698
C -4.9275 -7.6826 0.4379
C -5.4871 -8.3377 1.4626
O -5.7837 -9.6297 1.4398
C -5.8315 -7.6464 2.7580
O -6.3383 -8.3357 3.6299
C -5.5303 -6.2417 2.9033
C -4.9619 -5.5827 1.8791
O -4.6585 -4.2981 1.9533
H -4.6766 -8.1667 -0.4952
H -6.1776 -9.8313 2.3116
H -5.7683 -5.7632 3.8472
H -4.2659 -3.9910 1.1130
O 4.6430 0.9463 -4.5382
C 5.4968 0.2237 -5.0264
C 5.2143 -1.0344 -5.6757
C 6.2310 -1.7584 -6.1678
O 6.0769 -2.9195 -6.7785
C 7.6680 -1.3006 -6.0631
O 8.5131 -2.0418 -6.5285
C 7.9452 -0.0295 -5.4294
C 6.9289 0.6953 -4.9390
O 7.0903 1.8654 -4.3441
H 4.1841 -1.3538 -5.7446
H 6.9753 -3.2188 -7.0249
H 8.9736 0.2969 -5.3705
H 6.2046 2.1744 -4.0742
O -0.9966 -5.9942 9.1231
C -1.9386 -6.0107 8.3528
C -2.2539 -7.1101 7.4645
C -3.3136 -7.0095 6.6494
O -3.6884 -7.9637 5.8113
C -4.1873 -5.7784 6.6211
O -5.1053 -5.7856 5.8202
C -3.8900 -4.6893 7.5236
C -2.8332 -4.7923 8.3431
O -2.4769 -3.8533 9.2033
H -1.6202 -7.9850 7.4917
H -4.4946 -7.6411 5.3588
H -4.5322 -3.8204 7.5052
H -1.6796 -4.1894 9.6592